{"formula": "C33H38ClN5O7RuSSe", "method": "ωB97M-V with the def2-TZVPD basis set", "elements": ["Ru", "Cl", "C", "C", "C", "C", "C", "C", "C", "H", "H", "H", "H", "H", "H", "C", "C", "C", "O", "H", "H", "H", "H", "H", "H", "O", "C", "O", "C", "C", "C", "C", "C", "C", "H", "H", "H", "H", "H", "C", "C", "S", "O", "O", "C", "C", "N", "C", "N", "C", "C", "N", "O", "O", "C", "H", "H", "H", "H", "H", "H", "H", "H", "H", "H", "H", "H", "H", "C", "N", "C", "Se", "N", "C", "C", "C", "C", "C", "C", "H", "H", "H", "H", "H", "H", "H", "H"], "xyz": [[2.443, 0.745, 0.303], [5.307, 3.975, 0.091], [4.979, 2.821, -1.146], [4.989, 3.231, -2.461], [4.695, 2.334, -3.481], [4.384, 1.008, -3.175], [4.411, 0.568, -1.875], [4.736, 1.451, -0.789], [4.929, 0.965, 0.509], [5.242, 4.256, -2.691], [4.730, 2.662, -4.508], [4.147, 0.318, -3.971], [4.265, -0.485, -1.655], [5.319, 1.620, 1.276], [5.017, -0.104, 0.675], [1.849, 5.268, -1.131], [1.853, 3.773, -1.099], [1.489, 3.060, -2.361], [2.138, 3.163, -0.081], [1.025, 5.656, -1.724], [2.773, 5.612, -1.598], [1.815, 5.670, -0.123], [0.496, 3.356, -2.705], [1.522, 1.975, -2.189], [2.199, 3.314, -3.148], [1.737, -1.101, -1.045], [2.253, -1.944, -0.265], [2.954, -1.570, 0.710], [1.991, -3.399, -0.443], [0.947, -3.812, -1.267], [0.639, -5.155, -1.370], [1.378, -6.089, -0.661], [2.431, -5.684, 0.145], [2.730, -4.340, 0.268], [0.395, -3.066, -1.819], [-0.177, -5.479, -1.998], [1.136, -7.137, -0.741], [3.013, -6.418, 0.682], [3.532, -4.003, 0.907], [-6.110, -4.825, -1.919], [-4.915, -3.933, -2.188], [-4.509, -3.044, -0.653], [-3.743, -3.893, 0.223], [-5.682, -2.428, -0.109], [-3.357, -1.675, -1.106], [-3.197, -0.958, 0.224], [-2.069, -0.062, 0.260], [-0.821, -0.366, 0.673], [-0.005, 0.673, 0.526], [-0.741, 1.680, 0.011], [-2.032, 1.245, -0.170], [-3.100, 2.011, -0.672], [-2.876, 3.208, -0.770], [-4.142, 1.455, -0.966], [-0.446, -1.663, 1.278], [-6.381, -5.381, -2.816], [-6.955, -4.217, -1.605], [-5.876, -5.530, -1.123], [-5.134, -3.172, -2.932], [-4.026, -4.498, -2.456], [-3.811, -1.045, -1.863], [-2.429, -2.119, -1.457], [-3.074, -1.718, 0.998], [-4.115, -0.401, 0.419], [-0.349, 2.651, -0.209], [-1.114, -1.912, 2.102], [0.584, -1.611, 1.629], [-0.514, -2.468, 0.548], [0.791, 3.710, 2.679], [0.190, 2.441, 2.978], [0.862, 1.296, 3.208], [2.652, 0.951, 2.908], [-0.020, 0.348, 3.598], [-1.296, 0.855, 3.524], [-2.541, 0.279, 3.721], [-3.648, 1.078, 3.498], [-3.516, 2.406, 3.092], [-2.277, 2.990, 2.900], [-1.160, 2.198, 3.124], [1.744, 3.545, 2.172], [0.969, 4.272, 3.600], [0.123, 4.281, 2.036], [0.245, -0.585, 3.875], [-2.647, -0.748, 4.030], [-4.636, 0.667, 3.638], [-4.407, 2.990, 2.922], [-2.194, 4.013, 2.573]], "forces_ev_per_a": [[2.070, -0.803, 1.531], [0.090, 0.109, 0.112], [-0.220, -0.620, -0.079], [-0.045, 0.039, 0.275], [-0.105, -0.758, 0.136], [0.014, 0.781, -0.751], [-0.036, 0.180, 1.302], [0.375, 0.280, -1.801], [-2.312, -0.722, 0.977], [0.019, 0.097, 0.005], [-0.031, 0.035, -0.117], [0.008, -0.082, -0.050], [0.037, 0.081, 0.030], [-0.172, 0.003, 0.004], [0.209, 0.097, -0.141], [0.069, 0.063, 0.338], [-0.196, -0.044, -0.612], [0.054, -0.583, 0.110], [0.015, -0.996, 0.498], [-0.077, -0.049, -0.062], [0.108, -0.046, -0.066], [0.025, 0.032, 0.046], [-0.017, 0.067, 0.045], [-0.037, 0.277, -0.153], [-0.027, 0.076, -0.007], [-0.135, 0.297, -0.288], [-0.270, 0.022, -0.549], [0.067, 1.913, 0.338], [-0.088, -0.094, 0.003], [0.183, 0.112, 0.001], [-0.072, -0.052, -0.012], [0.056, -0.042, -0.004], [-0.009, -0.054, 0.020], [-0.039, 0.193, -0.086], [-0.049, 0.068, -0.069], [-0.066, -0.024, -0.063], [-0.024, -0.129, -0.017], [0.028, -0.050, 0.052], [0.055, 0.017, 0.060], [-0.096, 0.012, 0.186], [0.144, 0.412, 0.625], [0.786, 0.150, -0.580], [0.185, -0.375, -0.114], [-0.546, 0.273, -0.169], [-0.682, -0.720, 0.160], [-0.673, -0.342, 0.223], [0.168, 0.306, -0.210], [0.000, 0.083, 0.056], [0.722, -0.049, -0.325], [-0.808, -0.150, -0.196], [1.441, -0.034, 0.368], [-0.274, 0.481, -0.047], [-0.236, -0.138, -0.123], [-0.007, 0.058, -0.043], [0.026, -0.127, -0.169], [0.049, 0.030, 0.012], [-0.076, -0.083, -0.029], [-0.067, -0.101, -0.014], [0.044, 0.091, -0.113], [0.130, 0.060, -0.046], [-0.040, 0.070, -0.102], [0.098, -0.089, -0.053], [0.128, 0.250, 0.086], [0.265, -0.075, 0.155], [0.053, 0.131, -0.003], [-0.041, -0.042, 0.079], [-0.040, 0.018, 0.014], [-0.026, -0.093, 0.003], [0.499, 0.545, -0.124], [0.188, -1.013, 0.241], [-0.388, -0.074, 0.114], [0.573, 0.121, -0.849], [0.366, 0.501, -0.064], [-0.473, 0.696, -0.059], [-0.013, 0.039, 0.029], [0.071, -0.128, -0.001], [0.030, 0.112, -0.049], [0.070, -0.039, 0.042], [-0.696, -0.590, 0.268], [-0.228, 0.069, 0.077], [-0.078, -0.050, -0.058], [0.016, -0.018, -0.052], [0.121, 0.094, -0.146], [-0.010, -0.157, 0.069], [-0.078, -0.058, 0.014], [-0.070, 0.080, -0.021], [0.022, 0.172, -0.023]], "lowdin_spin": [0.951, 0.006, 0.020, 0.001, 0.023, -0.003, 0.024, 0.001, -0.048, 0.000, 0.001, -0.001, 0.000, -0.002, -0.001, 0.000, -0.001, -0.001, 0.000, 0.000, 0.000, 0.000, 0.000, -0.001, 0.000, 0.055, 0.002, -0.018, 0.001, 0.000, 0.000, 0.000, 0.000, 0.000, 0.000, 0.000, 0.000, 0.000, 0.000, 0.000, 0.000, 0.000, 0.000, 0.000, 0.000, 0.000, 0.000, 0.001, 0.023, 0.001, 0.001, 0.000, 0.000, 0.000, 0.000, 0.000, 0.000, 0.000, 0.000, 0.000, 0.000, 0.000, 0.000, 0.000, 0.000, 0.000, 0.000, 0.000, 0.000, -0.004, -0.003, -0.017, -0.003, -0.001, 0.000, -0.001, -0.001, -0.001, -0.001, 0.000, 0.000, 0.000, 0.000, 0.000, 0.000, 0.000, 0.000], "total_charge": 1, "spin_multiplicity": 2, "total_energy_ha": -5435.169499, "e_above_lowest_kj_mol": 232.63, "gap_ev": [6.34, 6.45]}